[1]
Below is an isolated molecule of C6H7N, with properties calculated with ωB97M-V/def2-TZVPD.

Values from the calculation:
- Spin multiplicity: 1
- Relative energy (zero: lowest compared OMol25 entry of this formula, charge and spin): 161.0 kJ/mol
- LUMO: 0.779 eV
- Highest occupied orbital energy: -8.288 eV
- DFT total energy: -287.52591 hartree

XYZ file:
```
14
C6H7N | the OMol25 dataset | ωB97M-V/def2-TZVPD
N -2.151 0.885 -0.009
C -0.819 0.395 0.057
C -0.603 -0.994 -0.049
C 0.626 -1.447 0.476
C 1.796 -0.679 0.346
C 1.564 0.592 -0.210
C 0.310 1.203 -0.029
H -2.779 0.122 -0.210
H -2.209 1.553 -0.766
H -1.477 -1.623 -0.174
H 0.576 -2.302 1.145
H 2.768 -1.025 0.659
H 2.141 1.058 -1.011
H 0.256 2.260 -0.227
```

[2]
Below is an isolated molecule of CH5N3OS, with properties calculated with ωB97M-V/def2-TZVPD.

Values from the calculation:
- Spin multiplicity: 1
- Relative energy (zero: lowest compared OMol25 entry of this formula, charge and spin): 132.7 kJ/mol
- LUMO: 0.619 eV
- Highest occupied orbital energy: -9.339 eV
- DFT total energy: -678.72541 hartree

XYZ file:
```
11
CH5N3OS | the OMol25 dataset | ωB97M-V/def2-TZVPD
H -1.454 -0.703 -1.082
N -0.443 -0.693 -1.091
C -0.011 -0.071 -0.077
N -0.786 0.465 0.976
O -2.144 0.502 0.738
N 1.338 0.118 0.193
S 2.514 -0.366 -0.959
H -0.441 1.363 1.302
H -2.288 1.094 -0.016
H 1.605 -0.060 1.151
H 2.109 -1.649 -1.134
```

[3]
Below is a structure of composition C25H36IrN6S4, with properties calculated with ωB97M-V/def2-TZVPD.

Values from the calculation:
- Spin multiplicity: 5
- Relative energy (zero: lowest compared OMol25 entry of this formula, charge and spin): 65.3 kJ/mol
- LUMO (spin up / spin down): -8.148 / -10.410 eV
- Charge: +3
- Highest occupied orbital energy (spin up / spin down): -15.123 / -16.251 eV
- DFT total energy: -2998.82661 hartree
- ⟨S²⟩: 6.069

XYZ file:
```
72
C25H36IrN6S4 | the OMol25 dataset | ωB97M-V/def2-TZVPD
Ir 0.008 1.123 -0.518
C 3.398 2.323 0.083
C 3.432 1.768 -1.342
S 1.890 1.073 -2.042
C 1.281 2.377 -3.151
C 1.004 3.684 -2.445
S -0.198 3.463 -1.085
C 0.399 4.685 0.122
C 1.545 4.249 1.021
S 3.174 4.118 0.234
H 4.353 2.092 0.555
H 2.620 1.834 0.668
H 4.121 0.925 -1.396
H 3.773 2.514 -2.060
H 0.390 1.948 -3.611
H 2.025 2.516 -3.937
H 0.570 4.406 -3.138
H 1.911 4.102 -2.016
H -0.481 4.948 0.711
H 0.663 5.563 -0.468
H 1.320 3.280 1.460
H 1.647 4.974 1.830
S -2.154 1.015 -0.954
C -2.279 -0.770 -1.019
N -3.506 -1.158 -1.272
N -3.685 -2.508 -1.462
C -3.265 -3.236 -2.515
C -3.648 -4.606 -2.549
C -3.259 -5.385 -3.604
C -2.513 -4.822 -4.649
C -2.146 -3.467 -4.623
C -2.507 -2.669 -3.571
N -1.227 -1.556 -0.808
N -0.099 -0.926 -0.512
C 1.028 -1.772 -0.362
C 2.178 -1.261 0.246
C 3.303 -2.053 0.407
C 3.289 -3.370 -0.034
C 2.139 -3.886 -0.620
C 1.009 -3.100 -0.784
H -4.443 -2.890 -0.908
H -4.233 -5.021 -1.737
H -3.533 -6.430 -3.635
H -2.235 -5.434 -5.497
H -1.594 -3.047 -5.453
H -2.266 -1.617 -3.563
H 2.185 -0.241 0.613
H 4.188 -1.651 0.883
H 4.168 -3.990 0.080
H 2.123 -4.914 -0.955
H 0.119 -3.499 -1.248
C 0.451 0.873 4.344
C 0.799 0.820 2.840
N -0.426 0.904 2.009
C -1.233 2.067 2.454
C -1.762 1.857 3.889
N -1.033 0.679 4.472
C -1.433 -0.573 3.747
C -1.224 -0.327 2.238
H 0.695 1.830 4.802
H 0.940 0.083 4.908
H 1.314 -0.107 2.592
H 1.459 1.649 2.601
H -2.066 2.201 1.767
H -0.609 2.956 2.408
H -2.825 1.624 3.917
H -1.579 2.716 4.530
H -1.274 0.591 5.460
H -2.472 -0.786 3.991
H -0.812 -1.379 4.131
H -2.179 -0.206 1.730
H -0.710 -1.175 1.798
```